The following is a quantum chemistry calculation of C19H30N4NdO7S2 as an isolated structure, from the OMol25 dataset.

Results
- Expectation value of S²: 3.753
- LUMO energy (alpha / beta): -0.0685 / -0.0685 hartree
- E: -2845.425143 Ha
- Molar mass: 634.84 g mol⁻¹
- ΔE to the lowest compared entry with this formula, charge and spin: 7.8 kJ/mol
- Total charge: +1
- Orbital gap (alpha / beta): 0.31046 / 0.31057 Ha
- Multiplicity: 4

Geometry as XYZ:
```
63
Properties=species:S:1:pos:R:3:nbo_charge:R:1
Nd -0.16 0.48 -0.29 1.62
C -0.12 1.07 2.95 -0.09
C -0.05 -0.43 3.20 -0.09
O -0.14 -1.07 1.94 -0.56
C 0.08 -2.47 1.96 -0.09
C 0.18 -2.95 0.51 -0.09
O -0.64 -2.18 -0.38 -0.54
C -2.01 -2.57 -0.43 -0.10
C -2.86 -1.90 0.64 -0.08
O -2.54 -0.52 0.74 -0.55
C -3.04 0.03 1.95 -0.08
C -2.42 1.40 2.18 -0.08
O -1.03 1.42 1.90 -0.55
H 0.85 1.43 2.61 0.24
H -0.38 1.60 3.87 0.20
H -0.87 -0.77 3.85 0.18
H 0.90 -0.66 3.69 0.21
H -0.74 -2.95 2.50 0.18
H 1.01 -2.70 2.48 0.21
H -0.09 -4.00 0.45 0.19
H 1.19 -2.82 0.16 0.24
H -2.10 -3.65 -0.33 0.19
H -2.37 -2.27 -1.41 0.23
H -2.69 -2.37 1.61 0.17
H -3.91 -2.03 0.38 0.20
H -2.81 -0.65 2.78 0.18
H -4.13 0.14 1.90 0.20
H -2.61 1.71 3.20 0.20
H -2.87 2.12 1.50 0.20
N -1.48 2.71 -0.92 -0.85
C -0.42 3.21 -1.83 -0.35
C 0.95 3.05 -1.17 0.78
O 1.92 3.52 -1.72 -0.62
O 0.93 2.36 -0.06 -0.81
H -2.38 2.76 -1.38 0.39
H -1.51 3.34 -0.12 0.38
H -0.52 4.26 -2.09 0.23
H -0.44 2.63 -2.75 0.23
O 1.28 0.16 -2.07 -0.69
N 2.55 0.60 -1.91 -0.01
C 3.15 1.24 -2.94 0.07
C 4.42 1.72 -2.84 -0.25
C 5.09 1.56 -1.63 -0.13
C 4.48 0.92 -0.59 -0.23
C 3.17 0.42 -0.71 0.09
S 2.37 -0.42 0.55 -0.29
H 2.54 1.34 -3.83 0.22
H 4.86 2.23 -3.68 0.24
H 6.10 1.95 -1.51 0.23
H 4.96 0.78 0.37 0.24
C -3.63 -0.57 -5.22 -0.40
N -2.18 -0.61 -5.09 -0.34
C -1.28 -0.93 -6.10 -0.06
C -0.05 -0.83 -5.58 -0.07
N -0.21 -0.45 -4.26 -0.52
C -1.51 -0.32 -3.96 0.28
S -2.21 0.11 -2.46 -0.32
H -3.89 -0.66 -6.27 0.22
H -4.01 0.36 -4.82 0.23
H -4.08 -1.40 -4.67 0.22
H -1.60 -1.20 -7.10 0.24
H 0.92 -0.99 -6.02 0.24
H 0.52 -0.25 -3.57 0.47
```